A structure of composition C12H12S2 at a distorted geometry. Source: the Open Molecules 2025 dataset; level of theory: ωB97M-V/def2-TZVPD.

Structure (XYZ):
```
26
Properties=species:S:1:pos:R:3
C -5.244 -1.119 0.114
C -3.821 -0.689 0.453
C -1.686 0.832 -0.297
C -0.575 -0.026 -0.342
C 0.596 0.708 -0.098
C 0.449 1.940 0.458
C 1.872 0.135 -0.119
C 2.333 -1.083 0.140
C 3.654 -1.351 -0.112
C 4.705 -0.442 -0.335
C 4.185 0.955 -0.289
C 2.786 1.224 -0.340
H -5.860 -0.001 0.524
H -5.297 -1.327 -1.228
H -5.702 -2.040 0.889
H -3.257 -1.703 0.579
H -3.782 -0.324 1.567
H -0.670 -0.871 -0.810
H 1.256 2.854 0.539
H 1.630 -1.889 0.554
H 3.988 -2.302 -0.006
H 5.820 -0.437 -0.183
H 4.970 1.704 -0.412
H 2.252 2.268 -0.467
S -3.381 0.551 -0.940
S -1.221 2.435 0.160
```

Electronic energy, eV: -34302.990
HOMO, eV: -8.311
Total charge: 0

---

A structure of composition C12H12S4SbW. Source: the Open Molecules 2025 dataset; level of theory: ωB97M-V/def2-TZVPD.

Structure (XYZ):
```
30
Properties=species:S:1:pos:R:3
W -0.385 0.283 0.747
C -1.814 1.090 2.466
C -2.541 1.034 1.250
C -1.992 2.003 0.360
C -0.911 2.622 1.014
C -0.780 2.043 2.308
H -1.992 0.471 3.330
H -3.353 0.354 1.039
H -2.319 2.182 -0.653
H -0.276 3.389 0.602
H -0.016 2.275 3.033
S -3.454 -2.562 1.895
Sb -1.645 -2.852 0.652
S -1.384 -0.959 -0.917
S 0.115 -1.160 2.231
S -0.282 -4.466 0.028
C 1.527 1.198 0.342
C 1.692 0.201 -0.734
C 2.080 -1.127 -0.463
C 1.986 -2.090 -1.447
C 1.503 -1.754 -2.709
C 1.190 -0.433 -3.013
C 1.281 0.538 -2.041
H 1.527 2.213 -0.045
H 2.206 1.121 1.189
H 2.457 -1.389 0.516
H 2.279 -3.107 -1.233
H 1.408 -2.519 -3.468
H 0.866 -0.168 -4.010
H 1.027 1.567 -2.269
```

Electronic energy, eV: -64336.850
HOMO, eV: -12.131
Total charge: +1

---

A cluster of 2 separate species, C12H13ClFP in total at a distorted geometry. Source: the Open Molecules 2025 dataset; level of theory: ωB97M-V/def2-TZVPD.

Structure (XYZ):
```
28
Properties=species:S:1:pos:R:3
C -0.039 -2.522 0.715
C 0.418 -3.101 1.882
C 2.375 -1.723 1.773
C 0.743 -1.635 0.063
C 1.907 -1.157 0.627
C 1.625 -2.723 2.495
C -0.765 1.067 -0.380
C -0.198 -1.696 -2.411
C 1.065 -0.871 -2.461
C 0.346 -1.057 -1.189
C -1.335 1.863 1.810
C -0.381 1.061 1.021
F 2.658 -0.218 0.076
P -1.306 1.628 -1.789
Cl 2.070 -3.379 3.912
H -1.135 -2.701 0.417
H -0.233 -3.881 2.477
H 3.319 -1.388 2.131
H -1.150 -1.314 -2.790
H -0.108 -2.774 -2.462
H 2.055 -1.339 -2.674
H 1.015 0.090 -2.939
H -0.892 2.840 1.708
H -1.262 1.559 2.841
H -2.284 1.769 1.418
H 0.575 1.449 1.063
H -0.281 -0.008 1.296
H -2.120 2.722 -1.063
```

Electronic energy, eV: -37177.336
HOMO (alpha / beta), eV: -7.336 / -7.462
Total charge: 0

---

A structure of composition C12H13F2O6S2 at a distorted geometry. Source: the Open Molecules 2025 dataset; level of theory: ωB97M-V/def2-TZVPD.

Structure (XYZ):
```
35
Properties=species:S:1:pos:R:3
F -1.926 0.110 -1.034
S -1.510 -0.623 0.370
C -1.567 0.885 1.358
C -1.098 0.997 2.617
O -2.595 -1.489 0.685
O -0.222 -1.180 0.074
H -1.990 1.678 0.701
H -0.432 1.897 3.431
H -0.358 0.153 2.838
C 1.313 6.271 3.302
C 0.166 5.622 2.568
O -0.096 4.311 3.187
C -1.230 3.737 2.741
C -1.550 2.397 3.441
F -2.822 1.966 3.128
S -1.381 2.755 5.298
C -2.733 1.922 6.116
C -3.577 2.587 7.011
C -4.664 1.914 7.555
C -4.910 0.572 7.215
C -4.031 -0.086 6.339
C -2.940 0.582 5.808
O -0.087 2.154 5.629
O -1.689 4.141 5.564
O -2.036 4.211 1.977
H 1.679 7.140 2.741
H 1.010 6.640 4.289
H 2.150 5.576 3.429
H -0.725 6.266 2.584
H 0.441 5.429 1.523
H -3.384 3.636 7.276
H -5.336 2.424 8.252
H -5.759 0.042 7.625
H -4.192 -1.130 6.068
H -2.238 0.084 5.135
```

Electronic energy, eV: -52038.158
HOMO, eV: -2.139
Total charge: -1

---

The ion C12H13FN5O6 with charge -1 at a distorted geometry. Source: the Open Molecules 2025 dataset; level of theory: ωB97M-V/def2-TZVPD.

Structure (XYZ):
```
37
Properties=species:S:1:pos:R:3
C -4.513 0.350 1.677
C -3.375 -0.643 1.704
O -2.217 0.069 2.228
C -1.096 -0.632 2.486
C -0.090 0.400 3.056
F 0.313 1.084 1.906
C 1.232 -0.220 3.585
O 1.266 -1.218 4.265
O 2.342 0.440 3.133
C 3.393 -0.440 2.637
C 4.466 0.345 1.932
O -0.845 -1.767 2.154
H -5.423 -0.172 1.371
H -4.676 0.765 2.677
H -4.339 1.171 0.971
H -3.557 -1.451 2.421
H -3.168 -1.059 0.706
H 3.805 -1.004 3.479
H 2.940 -1.119 1.910
H 5.182 -0.363 1.509
H 4.085 0.973 1.124
H 5.029 0.973 2.617
O -1.379 -1.351 4.629
N -1.515 -0.522 5.553
C -0.967 0.769 5.390
C -0.792 1.306 4.032
N -0.050 2.550 4.129
N 0.230 3.368 3.058
N 0.830 4.406 3.542
N 0.907 4.366 4.900
C 0.276 3.222 5.267
C -0.091 2.689 6.523
C -0.763 1.493 6.554
O -2.072 -0.826 6.640
H -1.788 1.587 3.646
H 0.182 3.240 7.413
H -1.134 1.045 7.471
```

Electronic energy, eV: -35104.943
HOMO, eV: -3.859
Total charge: -1

---

The ion C12H13I2N2O2 with charge +1 at a distorted geometry. Source: the Open Molecules 2025 dataset; level of theory: ωB97M-V/def2-TZVPD.

Structure (XYZ):
```
31
Properties=species:S:1:pos:R:3
C -1.233 4.545 -0.019
C -1.979 3.593 0.196
C -2.831 2.289 0.477
C -1.743 1.128 0.643
C -1.026 0.854 1.925
C 0.012 -0.233 1.944
C 0.782 -0.484 3.290
O 1.152 0.497 3.927
O 1.099 -1.748 3.786
C 0.306 -1.010 0.682
N 1.335 -2.021 0.702
C -0.486 -0.647 -0.547
C -0.275 -1.342 -1.954
I -0.224 -3.518 -1.863
C 0.973 -0.702 -2.772
C 2.322 -1.544 -2.640
I 1.454 1.336 -2.076
N -1.458 0.388 -0.513
H -0.253 5.099 -0.096
H -3.486 2.089 -0.431
H -3.422 2.383 1.431
H -1.293 1.506 2.809
H 1.799 -1.556 4.458
H 0.924 -2.951 0.832
H 2.069 -1.818 1.386
H -1.194 -1.088 -2.583
H 0.671 -0.573 -3.862
H 2.291 -2.525 -3.206
H 2.515 -1.684 -1.532
H 3.158 -0.862 -3.010
H -1.963 0.603 -1.387
```

Electronic energy, eV: -35920.674
Structure (SMILES): C#CCc1cc(C(=O)O)c(N)c([C@H](I)[C@H](C)I)[nH+]1
HOMO, eV: -12.525
Total charge: +1

---

A cluster of 2 separate species, C12H13N3OS2 in total at a distorted geometry. Source: the Open Molecules 2025 dataset; level of theory: ωB97M-V/def2-TZVPD.

Structure (XYZ):
```
31
Properties=species:S:1:pos:R:3
C -2.633 -1.262 -3.883
O -1.777 -2.286 -4.511
C -0.393 -2.234 -4.009
C -0.472 -2.341 -2.370
C -0.070 -0.979 -1.518
C -0.209 -1.119 0.142
S 0.190 0.455 1.146
C -0.666 -2.534 0.833
N -0.796 -2.810 2.325
S -1.296 -4.518 2.369
N -1.455 -5.097 0.702
C -1.045 -3.853 -0.071
C -0.947 -3.770 -1.706
H -3.125 -1.613 -2.860
H -3.553 -0.983 -4.589
H -1.942 -0.331 -3.669
H 0.190 -3.205 -4.373
H 0.224 -1.297 -4.378
H 0.282 0.002 -2.058
H -0.776 1.383 0.641
H -1.221 -4.668 -2.441
N 1.322 4.835 2.840
C 1.655 3.511 2.723
C 2.696 3.256 3.588
C 2.997 4.467 4.254
C 2.131 5.425 3.775
H 0.592 5.303 2.318
H 1.126 2.865 2.034
H 3.185 2.300 3.725
H 3.762 4.624 5.004
H 2.023 6.474 4.019
```

Electronic energy, eV: -40831.766
Structure (SMILES): COCc1cc(S)c2nsnc2c1.c1cc[nH]c1
HOMO, eV: -8.261
Total charge: 0

---

An isolated molecule of C12H13N5O3 at a distorted geometry. Source: the Open Molecules 2025 dataset; level of theory: ωB97M-V/def2-TZVPD.

Structure (XYZ):
```
33
Properties=species:S:1:pos:R:3
N -3.140 -2.532 -0.405
C -1.852 -2.114 -0.246
N -0.801 -2.907 -0.235
C 0.238 -2.056 -0.033
N -0.113 -0.797 0.073
N -1.469 -0.823 -0.048
C -2.205 0.365 0.015
C -3.525 0.375 0.454
C -4.219 1.572 0.490
C -3.605 2.753 0.108
C -2.280 2.741 -0.298
C -1.576 1.553 -0.347
H -0.542 1.528 -0.650
H -1.790 3.660 -0.579
H -4.155 3.681 0.140
H -5.244 1.579 0.830
H -3.993 -0.533 0.799
N 1.513 -2.550 0.033
C 2.703 -1.881 0.118
O 3.746 -2.499 0.149
C 2.610 -0.378 0.152
H 1.959 -0.075 0.973
H 2.119 -0.037 -0.762
C 3.988 0.262 0.268
H 4.369 0.166 1.288
C 3.969 1.722 -0.131
O 3.021 2.297 -0.580
O 5.142 2.362 0.047
H 5.829 1.783 0.401
H 4.683 -0.271 -0.390
H 1.566 -3.560 -0.023
H -3.195 -3.491 -0.714
H -3.752 -1.897 -0.895
```

Electronic energy, eV: -26249.432
Structure (SMILES): Nc1nc(NC(=O)CCC(=O)O)nn1-c1ccccc1
HOMO, eV: -8.398
Total charge: 0

---

A cluster of 2 separate species, C12H13NO2 in total at a distorted geometry. Source: the Open Molecules 2025 dataset; level of theory: ωB97M-V/def2-TZVPD.

Structure (XYZ):
```
28
Properties=species:S:1:pos:R:3
C 1.501 0.070 1.324
C -3.121 1.511 0.026
C -2.339 1.525 1.146
C -2.627 0.919 -1.075
C -1.030 1.085 1.040
C -1.373 0.326 -1.123
C -0.490 0.410 -0.005
C -0.501 -3.117 0.479
C 0.663 -2.491 0.593
C 1.006 -1.552 -0.481
C 2.044 1.242 -1.026
C 0.864 -0.157 0.055
N 2.073 0.573 2.195
O 3.291 0.676 -1.162
O 1.903 2.441 -0.377
H -4.197 1.882 0.016
H -2.508 1.846 2.183
H -3.187 0.883 -1.940
H -0.472 1.077 1.897
H -1.029 -0.133 -2.055
H -0.826 -3.818 1.205
H -1.269 -3.256 -0.327
H 1.436 -2.570 1.392
H 0.451 -1.722 -1.418
H 2.130 -1.707 -0.707
H 1.634 1.195 -2.032
H 3.897 0.634 -0.362
H 2.076 2.224 0.540
```

Electronic energy, eV: -18236.412
HOMO, eV: -8.468
Total charge: 0

---

An isolated molecule of C12H13NO5 at a distorted geometry. Source: the Open Molecules 2025 dataset; level of theory: ωB97M-V/def2-TZVPD.

Structure (XYZ):
```
31
Properties=species:S:1:pos:R:3
C -3.942 -2.482 -0.019
C -3.942 -0.964 -0.004
H -4.443 -0.555 -0.887
H -4.446 -0.572 0.885
O -2.582 -0.520 0.003
C -2.413 0.811 0.013
O -3.325 1.599 0.018
N -1.113 1.238 0.017
C 0.104 0.596 0.012
C 0.188 -0.807 0.015
C 1.430 -1.382 0.011
C 2.598 -0.610 0.005
C 2.547 0.752 0.002
C 1.286 1.387 0.005
C 1.229 2.855 0.001
O 0.181 3.487 0.014
C 2.534 3.613 -0.021
H 3.109 3.363 -0.910
H 3.126 3.384 0.861
H 2.310 4.677 -0.031
H 3.462 1.316 -0.002
O 3.689 -1.443 0.003
C 3.171 -2.755 0.008
O 1.758 -2.701 0.012
H 3.514 -3.292 -0.891
H 3.521 -3.288 0.906
H -0.698 -1.413 0.020
H -1.022 2.267 0.021
H -3.429 -2.849 -0.904
H -4.965 -2.844 -0.026
H -3.435 -2.866 0.863
```

Electronic energy, eV: -24382.694
Structure (SMILES): CCOC(=O)Nc1cc2c(cc1C(C)=O)OCO2
HOMO, eV: -8.022
Total charge: 0

---

A structure of composition C12H14AgNO2S2 at a distorted geometry. Source: the Open Molecules 2025 dataset; level of theory: ωB97M-V/def2-TZVPD.

Structure (XYZ):
```
32
Properties=species:S:1:pos:R:3
Ag -0.006 -0.152 0.022
N 6.274 3.748 -1.520
C 5.309 3.229 -1.150
C 4.142 2.585 -0.741
C 2.883 3.107 -1.070
C 1.740 2.411 -0.743
C 1.732 1.169 -0.057
C 3.030 0.706 0.275
C 4.193 1.375 -0.036
H 2.828 4.060 -1.591
H 0.792 2.858 -1.034
H 3.129 -0.229 0.819
H 5.162 0.975 0.253
C -4.138 -0.360 5.212
O -3.211 -0.489 4.169
C -1.897 -0.622 4.521
S -1.480 -0.585 6.142
S -0.829 -0.835 3.266
H -5.122 -0.269 4.750
H -3.920 0.521 5.824
H -4.108 -1.233 5.873
C -2.352 -1.136 -3.437
C -1.115 -1.625 -2.629
C -0.934 -3.143 -2.916
O -1.246 -1.380 -1.313
H -2.256 -1.405 -4.491
H -2.441 -0.054 -3.346
H -3.254 -1.593 -3.034
H -0.229 -1.116 -3.097
H -1.769 -3.692 -2.485
H -0.015 -3.488 -2.447
H -0.894 -3.340 -3.989
```

Electronic energy, eV: -43924.997
HOMO, eV: -1.308
Total charge: -2

---

A structure of composition C12H14AuN2PS at a distorted geometry. Source: the Open Molecules 2025 dataset; level of theory: ωB97M-V/def2-TZVPD.

Structure (XYZ):
```
31
Properties=species:S:1:pos:R:3
C -2.491 0.542 -1.852
C -2.435 -0.628 -2.696
C -2.241 -1.899 -2.177
C -2.375 -1.673 -0.856
C -2.264 -0.340 -0.412
Au -0.683 -0.171 -1.402
P 0.342 1.790 -2.317
H -2.961 1.636 -1.707
H -2.548 -0.667 -3.767
H -1.843 -2.866 -2.631
H -2.410 -0.071 0.569
H -2.600 -2.459 -0.224
H -0.154 2.422 -0.995
H -0.573 2.219 -3.422
H 1.793 1.551 -2.632
N 2.521 -1.074 -1.621
C 2.214 -0.755 -0.324
N 0.961 -0.518 0.096
C 0.881 0.053 1.382
C -0.200 0.608 2.124
C -0.067 0.697 3.539
C 1.181 0.568 4.176
C 2.321 0.287 3.374
C 2.159 -0.023 2.022
S 3.461 -0.452 0.927
H 3.504 -1.031 -1.874
H 1.909 -0.586 -2.270
H -1.168 0.970 1.753
H -0.923 0.882 4.214
H 1.327 0.714 5.267
H 3.360 0.277 3.738
```

Electronic energy, eV: -39456.983
Multiplicity: 3
HOMO (alpha / beta), eV: -4.040 / -7.418
Total charge: 0

---

A structure of composition C12H14BF4N4O8P2V. Source: the Open Molecules 2025 dataset; level of theory: ωB97M-V/def2-TZVPD.

Structure (XYZ):
```
46
Properties=species:S:1:pos:R:3
V 0.298 0.276 0.393
C -0.138 -0.828 3.164
N -0.900 -0.724 1.891
C -1.327 -2.088 1.505
C -2.104 0.123 2.089
C -1.614 1.529 2.178
C -2.240 2.538 2.893
C -1.650 3.792 2.958
C -0.435 4.033 2.327
C 0.182 3.033 1.592
C -0.422 1.782 1.505
H -0.787 -1.263 3.928
H 0.196 0.155 3.481
H 0.726 -1.467 3.005
H -1.942 -2.501 2.310
H -0.454 -2.714 1.347
H -1.918 -2.033 0.596
H -2.647 -0.204 2.980
H -2.746 -0.013 1.217
H -3.171 2.342 3.410
H -2.131 4.583 3.518
H 0.030 5.006 2.400
H 1.122 3.233 1.095
O -2.049 -1.959 -2.082
P -1.313 -0.559 -2.173
O -1.969 0.389 -3.052
O -1.141 -0.073 -0.668
O 0.187 -0.910 -2.653
P 1.311 -1.694 -1.790
O 1.207 -3.196 -2.259
O 2.607 -1.082 -2.204
O 0.820 -1.655 -0.366
H -1.521 -2.671 -1.699
H 1.867 -3.438 -2.921
O 0.864 1.519 -0.730
N 0.147 2.507 -1.309
C 0.394 2.697 -2.547
C -0.359 3.751 -3.178
N -0.951 4.583 -3.699
C 1.349 1.972 -3.346
N 2.124 1.443 -4.005
F 3.885 -1.830 -0.346
B 3.907 -0.826 -1.300
F 1.726 -0.046 1.252
F 4.958 -0.918 -2.164
F 3.725 0.427 -0.759
```

Electronic energy, eV: -90833.907
HOMO, eV: -10.470
Total charge: 0

---

A structure of composition C12H14BF5N6Ru at a distorted geometry. Source: the Open Molecules 2025 dataset; level of theory: ωB97M-V/def2-TZVPD.

Structure (XYZ):
```
39
Properties=species:S:1:pos:R:3
H -2.291 -1.717 -2.284
N -0.561 -0.664 -1.604
B 1.610 0.578 -1.318
N 0.575 -0.161 -2.216
C 0.539 -0.516 -3.509
Ru -0.874 -0.304 0.276
H 1.334 -0.215 -4.178
C -0.653 -1.197 -3.759
H -1.004 -1.537 -4.711
C -1.338 -1.281 -2.537
H 2.511 0.981 -1.999
C -0.162 -1.166 3.774
H -1.046 -0.779 4.330
H -0.414 -0.995 2.656
H 0.666 -0.472 4.001
N 2.112 -0.481 -0.321
N 1.074 1.764 -0.442
N 1.226 -1.150 0.458
N -0.023 1.542 0.377
C 3.360 -0.956 -0.142
C 1.454 3.042 -0.308
H 4.185 -0.509 -0.689
H 2.289 3.409 -0.880
C 3.303 -1.951 0.825
C 0.612 3.677 0.592
C 1.944 -2.032 1.197
C -0.307 2.712 1.022
H 4.141 -2.518 1.198
H 0.654 4.716 0.843
H 1.493 -2.663 1.939
H -1.137 2.794 1.707
H 0.097 -2.251 3.892
F -2.969 1.165 1.643
C -2.844 0.007 0.864
F -3.184 -1.055 1.693
C -3.831 0.043 -0.340
F -5.037 0.412 0.145
F -3.517 0.947 -1.328
F -3.988 -1.219 -0.866
```

Electronic energy, eV: -38437.624
Multiplicity: 5
HOMO (alpha / beta), eV: -15.887 / -16.405
Total charge: +2

---

A structure of composition C12H14BF7NO4SSn at a distorted geometry. Source: the Open Molecules 2025 dataset; level of theory: ωB97M-V/def2-TZVPD.

Structure (XYZ):
```
41
Properties=species:S:1:pos:R:3
O 1.536 -0.548 2.436
S 2.452 -0.562 1.327
O 3.634 -1.356 1.535
C 1.657 -0.968 -0.174
C 0.414 -1.780 0.053
C -0.726 -1.040 0.767
C -2.096 -1.543 0.315
C -2.691 -0.718 -0.830
N -3.736 0.224 -0.421
C -3.970 1.417 -1.022
C -5.077 2.033 -0.459
C -5.538 1.206 0.582
C -4.658 0.109 0.593
B 2.628 -1.783 -1.154
O 2.933 -1.256 -2.395
O 3.033 -3.033 -0.788
C 3.074 1.202 1.211
F 2.032 2.016 1.386
F 3.913 1.332 2.239
C 3.852 1.539 -0.073
F 4.920 0.723 -0.120
F 3.111 1.312 -1.160
C 4.403 2.998 -0.140
F 5.468 3.128 0.613
F 4.732 3.249 -1.402
F 3.481 3.877 0.214
H 0.665 -2.728 0.545
H 0.057 -2.052 -0.947
H -0.640 0.039 0.674
H -0.645 -1.258 1.826
H -2.784 -1.544 1.158
H -2.030 -2.574 -0.020
H -1.944 -0.141 -1.365
H -3.126 -1.390 -1.568
H -3.371 1.788 -1.834
H -5.503 2.974 -0.751
H -6.383 1.374 1.225
H -4.644 -0.725 1.294
H 3.852 -0.986 -2.494
H 3.992 -3.107 -0.874
Sn -6.278 -1.453 -0.002
```

Electronic energy, eV: -58704.768
HOMO, eV: -9.187
Total charge: +1